# CH6N2O3S

A cluster of 2 separate species, CH6N2O3S in total (ωB97M-V/def2-TZVPD, the Open Molecules 2025 dataset).

XYZ file:
```
13
Properties=species:S:1:pos:R:3:forces:R:3:nbo_charge:R:1
C -1.204 -0.338 0.545 0.83 -3.29 -1.01 -0.305
N 1.059 1.564 1.325 -0.59 -1.27 1.12 -1.068
N -0.534 -1.136 -1.685 -0.10 -0.23 1.64 -0.083
O -0.012 -0.066 -2.401 1.21 1.23 0.60 -0.574
O 3.156 0.281 1.693 2.09 -0.76 0.26 -0.864
O -1.579 -0.671 -0.839 -0.41 1.70 0.30 -0.432
S 1.745 0.310 1.817 -1.49 2.87 -1.17 1.525
H -0.697 -1.311 0.786 0.00 0.97 0.69 0.169
H -2.132 -0.352 1.069 -0.77 0.19 0.28 0.195
H -0.587 0.507 0.861 -0.55 0.01 -1.22 0.209
H 0.721 0.282 -1.819 -1.05 -0.66 -1.01 0.462
H 1.192 2.519 1.007 0.77 -0.51 0.04 0.427
H -1.128 -1.588 -2.360 0.05 -0.26 -0.52 0.339
```
Forces are in eV/Å.

## Properties
Frontier orbital gap in Eh: 0.3151
Relative energy (zero: lowest compared OMol25 entry of this formula, charge and spin) in kcal per mole: 106.2
LUMO level in eV: -0.824
Strongest force on any atom in eV Å⁻¹: 3.54